(1)
The following is a quantum chemistry calculation of a single C6H9N molecule in a non-equilibrium geometry, from the OMol25 dataset.

Calculated total energy: -288.62692 a.u.
SMILES string: C1[C@H]2C[C@H]3[C@@H]1[C@H]3N2

```
! wB97M-V def2-TZVPD RIJCOSX def2/J DEFGRID3
* xyz 0 1
C 1.2752 -0.8162 -0.0810
C -0.2844 -1.1112 -0.2503
C -1.0181 -0.4856 0.9342
C -0.2474 0.7943 0.9119
C 1.2028 0.5754 0.1177
C -0.0304 1.1297 -0.5425
N -0.7201 0.0224 -1.2567
H 1.9475 -1.3573 -0.9042
H 1.6613 -1.1754 0.8920
H -0.7521 -2.0367 -0.2719
H -2.1800 -0.1273 0.8756
H -0.6982 -0.8490 1.8439
H -0.4611 1.5980 1.4847
H 1.9967 1.1450 0.7981
H -0.2021 1.9919 -1.2015
H -1.6574 0.1354 -1.2604
*
```

=====

(2)
The following is a quantum chemistry calculation of 2 unconnected molecules or ions with the total composition C7H7O5S in a non-equilibrium geometry, from the OMol25 dataset.

Calculated total energy: -1045.37992 a.u.

```
! wB97M-V def2-TZVPD RIJCOSX def2/J DEFGRID3
* xyz -1 1
C -1.9014 -0.2134 1.1338
C -1.5588 1.0763 1.3202
C -1.0822 -1.0540 0.3755
C -0.2825 1.5120 0.8973
C 0.1719 -0.7022 -0.1081
C 0.5298 0.6390 0.1258
C 1.8516 1.0227 -0.6863
O 1.3786 1.0097 -3.9384
O 2.8819 -0.6971 -2.9510
O 0.5418 -1.2618 -3.6696
O 1.7096 1.9419 -1.5055
O 2.7680 0.2387 -0.4411
S 1.3113 -0.3085 -2.9163
H -2.8812 -0.4865 1.3980
H -2.2578 1.9146 1.6176
H -1.4659 -2.0136 0.1468
H 0.1514 2.4954 1.1295
H 0.7203 -1.2380 -0.8540
H 1.8395 1.6736 -3.4306
H 3.4505 -0.3218 -2.1669
*
```